# 1
43
Properties=species:S:1:pos:R:3:mulliken_charge:R:1 method="wB97M-V/def2-TZVPD" orbital_gap_ha=0.35558 e_tot_ha=-1754.07525 molar_mass_g_mol=296.36 homo_energy_ev=-9.49 charge=0
H -1.32 -0.43 0.70 0.311
H 0.19 -0.76 3.04 0.241
H -1.04 1.35 -2.73 0.288
H 2.18 -2.39 2.33 0.260
H -3.17 -2.69 -0.22 0.341
O 3.48 -0.21 1.31 -0.744
O -2.49 1.95 -0.39 -0.561
H 0.40 -0.24 -2.11 0.379
H 2.72 0.07 -0.98 0.282
O 3.66 0.04 -1.15 -0.721
H 0.39 0.96 1.72 0.450
H -0.08 0.50 0.20 -0.093
H -2.15 2.65 -0.85 0.305
H -2.41 1.29 -1.06 0.409
H 3.95 0.38 2.00 0.283
O -3.42 -0.31 -1.91 -0.802
H -1.42 -2.39 1.65 0.394
H 3.61 0.15 0.38 0.528
H -4.29 0.09 -1.64 0.314
H -0.59 -5.05 -0.99 0.293
H -2.12 0.11 1.89 0.375
H 1.49 0.25 0.71 -0.111
O 1.09 -0.83 -2.22 -0.653
S 1.26 2.72 0.28 -0.049
H 1.97 2.71 -2.43 0.189
S 0.81 3.04 -1.72 -0.265
O -1.96 -0.69 1.41 -0.785
H 0.04 -2.65 2.08 0.403
H 4.08 -0.80 -0.97 0.327
H -3.12 -1.50 0.85 0.422
O -0.73 -3.08 1.74 -0.737
O -0.10 0.02 3.54 -0.624
H -0.10 -0.49 4.41 0.377
O -1.05 0.56 -2.12 -0.909
C 0.76 1.00 0.70 0.071
O -3.64 -1.91 0.04 -0.769
H -1.91 0.05 -2.37 0.387
H -3.56 -1.05 -1.18 0.445
O -0.60 -4.07 -0.83 -0.636
O 1.55 -1.72 2.33 -0.722
H -0.48 -3.87 0.08 0.418
H 0.71 -1.48 -1.70 0.359
H 1.99 -0.86 2.04 0.328


# 2
8
Properties=species:S:1:pos:R:3:mulliken_charge:R:1 method="wB97M-V/def2-TZVPD" orbital_gap_ha="0.22656 / 0.23879" multiplicity=3 e_tot_ha=-487.12691 molar_mass_g_mol=185.89 homo_energy_ev="-2.15 / -4.96" charge=-1
O -1.13 0.22 -1.12 -0.607
O 2.23 -0.64 0.20 -0.729
C -0.84 -0.17 0.03 0.853
Ag 1.67 1.27 0.20 0.080
H 2.84 -1.10 -0.37 0.231
O -0.19 0.67 0.77 -0.671
O -0.53 -1.45 0.18 -0.568
H 0.64 -1.55 0.19 0.411


# 3
6
Properties=species:S:1:pos:R:3:mulliken_charge:R:1 method="wB97M-V/def2-TZVPD" orbital_gap_ha="0.21510 / 0.40764" e_tot_ha=-193.99258 molar_mass_g_mol=54.85 homo_energy_ev="-7.21 / -11.12" charge=0 e_above_lowest_ev=5.3314
O -0.70 1.29 -0.13 -0.539
H -1.91 -1.63 0.69 -0.037
B 0.25 0.44 -0.14 0.184
H -1.55 1.00 0.06 0.324
N 2.45 -0.86 -0.22 -0.418
C 1.47 -0.25 -0.27 0.486


# 4
6
Properties=species:S:1:pos:R:3:mulliken_charge:R:1 method="wB97M-V/def2-TZVPD" orbital_gap_ha="0.22825 / 0.22823" e_tot_ha=-5585.41809 molar_mass_g_mol=205.90 homo_energy_ev="-8.66 / -8.66" charge=0 e_above_lowest_ev=2.0280
H -1.56 0.81 0.14 0.431
H 1.43 -0.81 0.12 0.200
Br 0.62 1.29 1.62 0.106
Br -2.20 -1.11 2.26 -0.472
S 0.26 -0.68 -0.76 0.006
C -0.48 0.51 0.37 -0.270


# 5
6
Properties=species:S:1:pos:R:3:mulliken_charge:R:1 method="wB97M-V/def2-TZVPD" orbital_gap_ha="0.27076 / 0.23987" multiplicity=3 e_tot_ha=-5585.38443 molar_mass_g_mol=205.90 homo_energy_ev="-8.11 / -9.21" charge=0 e_above_lowest_ev=0.4377
S 1.95 -2.38 1.05 -0.033
H 0.17 0.43 0.77 0.300
Br -1.84 -1.23 0.37 -0.021
H -0.54 0.41 -1.04 0.262
C -0.45 -0.13 -0.03 -0.537
Br 0.17 -3.54 1.67 0.029


# 6
7
Properties=species:S:1:pos:R:3:mulliken_charge:R:1 method="wB97M-V/def2-TZVPD" orbital_gap_ha=0.34907 e_tot_ha=-8102.71142 molar_mass_g_mol=284.71 homo_energy_ev=-9.46 charge=0 smiles=BrCP(Br)Br e_above_lowest_ev=0.6092
H 0.47 0.24 -1.03 0.384
H -0.46 -0.37 0.63 0.372
Br -0.46 2.21 0.41 -0.078
P 2.08 0.36 1.11 0.286
Br 2.63 -1.61 0.19 -0.150
C 0.16 0.43 0.10 -0.720
Br 3.10 1.62 -0.37 -0.094


# 7
13
Properties=species:S:1:pos:R:3:mulliken_charge:R:1 method="wB97M-V/def2-TZVPD" orbital_gap_ha="0.30058 / 0.30061" e_tot_ha=-3795.16578 molar_mass_g_mol=358.32 homo_energy_ev="-9.45 / -9.45" charge=0 smiles="O=[N+]([O-])N=C=NBr.[H]/N=N/I.Cl"
N 2.67 -1.05 -1.07 -0.406
N 0.53 0.27 1.66 1.078
C 1.75 -0.53 -0.42 0.688
N 1.30 0.27 0.43 -0.407
O 0.64 -0.71 2.35 -0.502
I -1.15 -2.60 -0.75 0.099
N -0.75 0.14 -1.78 -0.452
Br 2.59 -2.04 -2.60 0.029
O 0.07 1.35 1.79 -0.498
H -3.71 2.84 2.24 0.249
N -0.18 -0.78 -1.32 0.100
Cl -3.53 1.82 1.41 -0.254
H -0.23 1.02 -1.95 0.277


# 8
6
Properties=species:S:1:pos:R:3:mulliken_charge:R:1 method="wB97M-V/def2-TZVPD" orbital_gap_ha=0.42094 e_tot_ha=-2788.41617 molar_mass_g_mol=128.93 homo_energy_ev=-10.95 charge=0 smiles="O=CF.Br" e_above_lowest_ev=0.1251
C -0.74 -1.04 -0.15 0.314
H 0.99 1.93 0.66 0.185
F -1.52 -2.06 -0.49 -0.198
H -1.38 -0.21 0.21 0.234
Br 2.24 2.42 0.09 -0.190
O 0.41 -1.04 -0.32 -0.345